1.
Molecular formula: C30H74N2O18P4
Method: DFT, ωB97M-V/def2-TZVPD

SMILES string   CCOP(=O)(OCC)OCC.CCOP(=O)(OCC)OCC.CCOP(=O)(OCC)OCC.CCOP(=O)(OCC)OCC.CN(C)C=O.CN(C)C=O

Geometry as ORCA input:
```
! wB97M-V def2-TZVPD RIJCOSX def2/J DEFGRID3
* xyz 0 1
C 17.577 18.277 19.434
C 18.270 17.180 18.697
O 17.871 17.250 17.291
P 17.855 15.908 16.455
O 17.140 14.774 17.062
O 17.214 16.368 15.050
C 15.743 16.254 14.841
C 14.918 16.908 15.842
O 19.378 15.673 16.139
C 19.799 14.538 15.255
C 20.278 15.005 14.002
H 17.748 19.215 18.861
H 16.500 18.113 19.342
H 18.013 18.306 20.455
H 19.318 17.366 18.772
H 17.983 16.232 19.118
H 15.597 16.682 13.839
H 15.551 15.157 14.869
H 13.914 16.538 15.710
H 15.271 16.625 16.841
H 14.846 17.998 15.663
H 20.497 14.019 15.878
H 18.946 13.888 15.116
H 19.493 15.494 13.421
H 20.994 15.839 14.004
H 20.736 14.141 13.476
C 14.767 12.773 11.964
C 13.514 12.222 12.553
O 13.282 12.875 13.861
P 12.349 14.159 13.873
O 11.014 14.015 13.291
O 12.383 14.602 15.379
C 11.613 13.841 16.291
C 10.210 14.413 16.458
O 13.266 15.258 13.162
C 12.730 16.381 12.436
C 11.915 17.317 13.153
H 14.638 13.837 11.906
H 15.673 12.640 12.550
H 14.977 12.267 11.038
H 12.666 12.411 11.883
H 13.601 11.165 12.770
H 11.543 12.827 15.905
H 12.226 13.690 17.178
H 9.927 15.125 15.680
H 9.384 13.682 16.536
H 10.237 15.004 17.371
H 13.631 16.860 12.096
H 12.156 16.051 11.579
H 11.838 18.218 12.543
H 10.982 16.854 13.457
H 12.450 17.515 14.083
C 20.187 16.549 22.076
C 19.155 15.423 22.285
O 17.900 15.729 21.662
P 16.719 14.752 21.998
O 17.074 13.313 21.863
O 16.227 15.305 23.431
C 15.187 14.565 24.216
C 15.852 13.677 25.299
O 15.516 15.182 21.046
C 15.489 14.702 19.693
C 14.042 14.858 19.230
H 21.162 16.242 22.534
H 20.463 16.700 21.030
H 19.823 17.468 22.588
H 19.439 14.463 21.787
H 19.004 15.259 23.349
H 14.440 15.209 24.625
H 14.747 13.788 23.614
H 14.997 13.105 25.716
H 16.616 13.042 24.797
H 16.249 14.275 26.146
H 16.191 15.332 19.121
H 15.858 13.670 19.587
H 13.476 14.028 19.692
H 13.718 15.858 19.578
H 13.977 14.778 18.151
C 13.310 7.290 17.536
C 12.137 8.166 17.983
O 12.683 9.513 18.217
P 11.889 10.525 19.123
O 11.257 9.860 20.243
O 12.857 11.740 19.458
C 13.867 11.518 20.501
C 13.350 11.807 21.879
O 10.892 11.183 18.105
C 9.503 11.546 18.616
C 8.518 10.900 17.684
H 14.022 7.312 18.380
H 13.069 6.237 17.400
H 13.744 7.703 16.664
H 11.390 8.256 17.211
H 11.743 7.882 18.986
H 14.157 10.400 20.419
H 14.714 12.132 20.205
H 12.669 11.042 22.249
H 14.199 11.922 22.575
H 12.845 12.763 21.891
H 9.437 11.126 19.636
H 9.499 12.643 18.658
H 7.499 10.992 17.998
H 8.744 11.255 16.668
H 8.807 9.863 17.677
C 15.070 12.343 16.865
N 15.691 11.811 15.654
C 15.116 10.620 15.136
C 16.933 12.161 15.326
O 17.552 11.642 14.384
H 14.975 11.511 17.594
H 14.045 12.699 16.664
H 15.604 13.212 17.214
H 15.288 10.513 14.057
H 15.624 9.755 15.575
H 14.063 10.585 15.278
H 17.307 13.129 15.724
C 19.218 9.585 11.860
N 17.916 9.508 11.214
C 17.789 9.280 9.792
C 16.711 9.531 11.924
O 15.602 9.431 11.480
H 19.842 8.649 11.881
H 19.109 9.890 12.903
H 19.871 10.416 11.470
H 16.772 9.209 9.488
H 18.209 10.138 9.268
H 18.241 8.395 9.372
H 16.858 9.660 13.044
*
```

2.
Molecular formula: C30H74NO16P4
Method: DFT, ωB97M-V/def2-TZVPD

Geometry as ORCA input:
```
! wB97M-V def2-TZVPD RIJCOSX def2/J DEFGRID3
* xyz -1 1
C -9.192 2.460 0.020
C -8.655 3.003 1.389
C -8.784 1.894 2.472
C -7.386 1.544 3.041
C -6.657 0.532 2.153
C -5.917 1.149 0.974
N -4.847 2.060 1.466
H -8.621 3.016 -0.758
H -8.763 1.437 -0.053
H -7.594 3.302 1.317
H -9.209 3.903 1.683
H -9.197 1.002 1.999
H -9.462 2.214 3.266
H -7.545 1.124 4.042
H -6.777 2.438 3.167
H -5.902 0.023 2.768
H -7.367 -0.236 1.837
H -6.571 1.710 0.308
H -5.513 0.320 0.379
H -3.954 1.711 1.142
H -4.990 2.950 1.007
O 0.049 -2.598 -1.073
P 0.353 -1.137 -1.009
O 1.440 -1.178 0.231
C 2.715 -1.765 0.012
C 3.595 -0.913 -0.888
O -0.952 -0.615 -0.178
C -2.146 -1.400 -0.093
C -2.132 -2.291 1.133
O 0.760 0.451 -1.277
C 0.873 0.914 -2.638
C -0.408 0.708 -3.423
H 2.598 -2.771 -0.405
H 3.182 -1.868 0.992
H 3.227 -0.935 -1.919
H 4.620 -1.285 -0.892
H 3.596 0.127 -0.562
H -2.293 -1.980 -1.004
H -2.980 -0.700 -0.026
H -1.199 -2.848 1.214
H -2.962 -2.997 1.105
H -2.224 -1.690 2.040
H 1.708 0.406 -3.129
H 1.119 1.974 -2.589
H -0.633 -0.359 -3.541
H -0.322 1.142 -4.419
H -1.253 1.163 -2.907
O 8.007 4.396 -0.314
P 7.979 2.979 -0.762
O 7.520 3.242 -2.324
C 8.413 3.906 -3.206
C 9.604 3.039 -3.584
O 6.568 2.439 -0.159
C 5.910 3.132 0.907
C 4.922 4.146 0.367
O 8.405 1.433 -1.174
C 9.604 0.872 -0.604
C 9.571 0.867 0.912
H 8.748 4.847 -2.760
H 7.840 4.150 -4.101
H 10.283 2.918 -2.734
H 10.171 3.496 -4.396
H 9.279 2.046 -3.891
H 6.637 3.598 1.571
H 5.374 2.385 1.496
H 5.373 4.776 -0.400
H 4.547 4.783 1.169
H 4.074 3.639 -0.095
H 10.475 1.426 -0.966
H 9.684 -0.147 -0.981
H 9.560 1.888 1.311
H 10.449 0.362 1.313
H 8.674 0.367 1.276
O -0.002 2.280 6.927
P -1.080 1.397 6.432
O -2.219 1.371 7.586
C -2.927 2.575 7.884
C -3.890 2.964 6.775
O -0.445 -0.091 6.634
C 0.925 -0.272 6.973
C 1.116 -0.347 8.476
O -2.029 0.848 5.233
C -1.889 1.441 3.919
C -0.482 1.311 3.375
H -2.218 3.385 8.083
H -3.481 2.388 8.803
H -3.347 3.313 5.891
H -4.545 3.772 7.100
H -4.499 2.114 6.471
H 1.540 0.514 6.537
H 1.241 -1.213 6.516
H 0.614 0.475 8.984
H 2.177 -0.323 8.732
H 0.690 -1.273 8.866
H -2.188 2.491 3.963
H -2.586 0.929 3.260
H 0.239 1.875 3.978
H -0.438 1.690 2.354
H -0.163 0.268 3.382
O -0.796 -3.107 -6.412
P -1.255 -4.411 -5.866
O 0.133 -5.278 -6.034
C 1.258 -4.923 -5.241
C 1.049 -5.288 -3.782
O -2.132 -5.020 -7.091
C -2.600 -4.188 -8.152
C -1.616 -4.162 -9.305
O -1.847 -5.567 -4.851
C -2.590 -5.143 -3.685
C -3.793 -4.295 -4.048
H 1.473 -3.855 -5.347
H 2.112 -5.471 -5.642
H 0.306 -4.628 -3.324
H 1.976 -5.181 -3.216
H 0.690 -6.312 -3.685
H -2.812 -3.182 -7.792
H -3.548 -4.610 -8.489
H -0.603 -3.957 -8.961
H -1.899 -3.403 -10.036
H -1.593 -5.131 -9.805
H -1.927 -4.597 -3.008
H -2.909 -6.048 -3.171
H -3.485 -3.347 -4.505
H -4.380 -4.061 -3.160
H -4.427 -4.812 -4.768
*
```

3.
Molecular formula: C30H75F12N5O10P2Sr
Method: DFT, ωB97M-V/def2-TZVPD

Relative energy (zero: lowest compared OMol25 entry of this formula, charge and spin)   0.000 eV

Geometry as ORCA input:
```
! wB97M-V def2-TZVPD RIJCOSX def2/J DEFGRID3
* xyz 0 1
Sr 3.540 13.121 -11.374
P 1.767 16.544 -10.695
F 2.734 15.200 -10.793
F 0.973 15.907 -9.443
F 2.927 17.173 -9.740
F 0.844 17.865 -10.584
F 2.537 17.215 -11.922
F 0.562 15.897 -11.612
P 6.910 15.095 -12.304
F 7.442 13.622 -11.837
F 5.470 14.727 -11.506
F 7.414 15.757 -10.921
F 6.248 16.507 -12.719
F 8.282 15.396 -13.030
F 6.294 14.427 -13.644
C 7.270 24.776 -11.349
O 7.130 23.385 -11.481
C 8.212 22.726 -10.913
C 8.042 21.211 -10.776
N 6.601 20.895 -10.555
C 6.234 19.509 -10.872
C 4.750 19.277 -10.600
O 4.026 20.363 -11.176
C 2.629 20.370 -10.989
H 8.228 25.118 -11.765
H 7.349 25.042 -10.285
H 6.433 25.314 -11.782
H 8.468 23.038 -9.885
H 9.145 22.948 -11.449
H 8.468 20.753 -9.880
H 8.369 20.730 -11.700
H 6.427 21.059 -9.567
H 6.793 18.751 -10.306
H 6.467 19.458 -11.936
H 4.534 19.359 -9.529
H 4.559 18.306 -11.050
H 2.291 21.354 -11.320
H 2.356 20.261 -9.932
H 2.129 19.603 -11.579
C 1.484 13.229 -8.307
O 1.791 12.783 -9.655
C 0.710 12.016 -10.191
C 0.486 12.197 -11.714
N 1.677 11.650 -12.421
C 1.703 11.764 -13.876
C 1.923 13.206 -14.391
O 2.886 13.856 -13.591
C 3.008 15.264 -13.825
H 0.510 13.706 -8.287
H 2.365 13.764 -7.970
H 1.422 12.312 -7.709
H -0.233 12.272 -9.696
H 0.795 10.953 -9.930
H 0.213 13.209 -12.021
H -0.433 11.637 -11.937
H 1.598 10.642 -12.309
H 0.816 11.328 -14.345
H 2.599 11.268 -14.255
H 0.942 13.702 -14.455
H 2.191 13.278 -15.453
H 3.696 15.786 -13.172
H 2.011 15.671 -13.991
H 3.557 15.251 -14.783
C -4.036 13.747 -7.500
O -3.053 13.333 -8.443
C -2.912 14.193 -9.551
C -3.973 13.957 -10.636
N -3.525 13.523 -11.962
C -2.556 14.403 -12.601
C -3.211 15.604 -13.290
O -3.891 16.544 -12.473
C -3.022 17.323 -11.677
H -4.623 14.638 -7.746
H -3.467 13.949 -6.594
H -4.803 12.974 -7.418
H -1.931 14.142 -10.039
H -2.882 15.245 -9.243
H -4.597 14.818 -10.890
H -4.621 13.199 -10.188
H -3.264 12.546 -11.943
H -2.034 13.746 -13.301
H -1.785 14.782 -11.915
H -3.977 15.208 -13.955
H -2.438 16.160 -13.831
H -3.229 17.141 -10.612
H -3.301 18.377 -11.756
H -1.939 17.211 -11.761
C 5.378 14.630 -8.637
O 4.799 13.490 -9.266
C 5.090 12.340 -8.453
C 4.300 11.100 -8.956
N 4.258 10.954 -10.410
C 5.642 10.571 -10.904
C 5.738 10.529 -12.468
O 4.947 11.542 -13.042
C 5.215 11.742 -14.432
H 5.294 14.585 -7.539
H 4.903 15.588 -8.834
H 6.460 14.634 -8.774
H 4.874 12.500 -7.396
H 6.151 12.081 -8.499
H 3.299 10.991 -8.538
H 4.789 10.184 -8.590
H 3.670 10.162 -10.653
H 5.949 9.579 -10.572
H 6.348 11.369 -10.671
H 5.283 9.558 -12.698
H 6.790 10.617 -12.732
H 4.885 12.719 -14.758
H 4.738 10.941 -15.013
H 6.274 11.549 -14.613
C 0.890 18.594 -14.625
O 0.641 19.926 -14.903
C -0.209 20.609 -14.035
C -0.568 21.984 -14.574
N 0.695 22.659 -14.869
C 0.542 23.906 -15.616
C 0.053 23.670 -17.068
O 0.740 22.567 -17.604
C 0.228 22.180 -18.851
H 1.810 18.213 -15.064
H 0.043 17.925 -14.862
H 0.954 18.486 -13.528
H 0.161 20.743 -13.007
H -1.088 19.990 -13.792
H -1.047 22.558 -13.779
H -1.215 21.892 -15.455
H 1.307 22.009 -15.346
H 1.508 24.408 -15.623
H -0.163 24.489 -15.023
H 0.395 24.561 -17.618
H -1.034 23.636 -17.170
H -0.864 22.090 -18.912
H 0.674 21.224 -19.111
H 0.435 22.923 -19.633
*
```

| no. | M (g mol⁻¹) | LUMO level (eV) |
| --- | --- | --- |
| 1 | 874.814 | 0.770 |
| 2 | 828.809 | 0.505 |
| 3 | 1043.499 | -0.817 |